1.
27
Properties=species:S:1:pos:R:3:forces:R:3:nbo_charge:R:1 method="wB97M-V/def2-TZVPD" total_energy_ev=-14570.51573 lumo_energy_ev=-8.3 orbital_gap_ev=9.6 charge=+2
C -3.69017 -0.34662 0.21951 -1.63 1.52 -1.28 -0.4570
N -2.20406 -0.48704 0.07847 2.64 0.73 -1.29 -0.5734
C -1.52621 0.80428 0.55601 3.26 -1.75 -0.68 0.1537
O -1.15265 1.69204 -0.45984 0.31 2.87 -2.11 -0.3750
C 0.07486 1.27907 -0.32014 -6.98 -3.42 3.82 0.8522
N 1.26949 1.03675 -0.31744 1.70 0.37 -1.10 -0.3408
C 2.23316 2.00385 -0.75334 0.64 2.82 0.51 -0.4191
C 1.88012 -0.25585 0.05936 0.61 -0.88 2.27 -0.0650
C 1.41112 -0.57995 1.49941 0.31 -4.57 -0.26 -0.6412
C 1.48150 -1.38220 -0.84846 0.24 0.19 -1.54 -0.0795
O 0.08193 -1.13906 -1.00697 -0.79 -1.20 -1.33 -0.7983
H -4.21093 -1.25189 -0.03977 0.21 -0.73 0.22 0.2665
H -3.96376 -0.03699 1.26735 0.42 -0.20 -1.24 0.2618
H -4.11515 0.38821 -0.62828 1.34 -1.16 2.22 0.2702
H -1.81185 -0.69919 -0.94002 -1.52 0.89 2.48 0.4767
H -1.68035 -1.25201 0.59984 -1.37 0.77 -0.29 0.4749
H -1.90573 1.21102 1.50895 0.27 -0.07 -0.75 0.2603
H 2.80183 2.29258 0.16741 -0.48 0.09 -0.81 0.2588
H 1.74236 2.88965 -1.22908 0.53 -0.74 0.47 0.2571
H 2.91610 1.54007 -1.40491 0.75 -0.46 -1.08 0.2450
H 2.99386 -0.12170 -0.00057 -1.13 0.13 0.35 0.2750
H 1.34303 0.23810 2.08012 -0.33 3.10 1.89 0.2274
H 2.17844 -1.21027 2.03893 -0.52 0.58 -0.88 0.2779
H 0.45037 -1.22097 1.69331 1.55 1.27 -1.09 0.2182
H 2.04980 -1.47315 -1.83967 -0.95 0.36 1.33 0.2312
H 1.66501 -2.25689 -0.24077 0.00 -0.58 -0.21 0.2270
H -0.31212 -1.66184 -1.73942 0.93 0.07 0.38 0.5155


2.
26
Properties=species:S:1:pos:R:3:forces:R:3:nbo_charge:R:1 method="wB97M-V/def2-TZVPD" total_energy_ev=-19776.45727 lumo_energy_ev="-4.1 / -4.1" smiles="C=C/[NH+]=C/N(C)[PH2]=C(C)C" orbital_gap_ev="8.1 / 8.1" charge=+1
C -0.09958 -2.15466 4.58235 -2.07 2.24 1.27 -0.3918
C 0.12407 -1.62725 3.38554 1.90 -2.66 -0.50 -0.0496
N -0.55338 -0.76410 2.51514 -0.94 0.14 0.88 -0.5686
C -0.18963 -0.40661 1.26172 0.11 0.76 1.51 0.3587
N -0.87405 0.47370 0.57001 2.73 -2.96 -0.14 -0.5616
C -2.16868 0.90968 0.94561 1.32 3.70 -0.90 -0.4428
P -0.09149 0.88601 -1.29612 -1.15 0.94 -1.37 0.6453
C 0.90918 0.75927 -2.81098 0.83 1.99 3.22 -0.0400
C 2.29521 1.42487 -2.64268 -2.56 -2.45 -6.12 -0.6614
C 0.56634 -0.30868 -3.74326 -1.42 1.25 3.39 -0.6976
H 0.43402 -2.98680 4.98032 0.77 -0.20 -0.20 0.2300
H -0.78997 -1.71436 5.32843 -0.05 -0.40 -0.72 0.2011
H 0.97902 -2.19304 3.00379 -0.19 0.69 -1.16 0.2076
H -1.46244 -0.47778 2.88010 0.37 0.17 -0.35 0.4140
H 0.82154 -0.83402 1.02669 -1.10 0.75 -0.57 0.2256
H -2.59806 1.13997 -0.04972 -0.55 0.51 0.94 0.2256
H -2.78943 0.25236 1.43902 -1.19 -1.81 1.07 0.2094
H -1.97714 1.82928 1.61192 -0.96 -0.99 -1.10 0.2271
H -1.24562 0.26301 -1.84384 0.19 0.27 0.39 -0.0242
H -0.55946 2.29186 -1.11137 1.06 -1.51 -0.28 0.0526
H 2.58426 1.65360 -3.73565 -0.05 -0.07 1.62 0.2404
H 2.96241 0.72895 -2.30005 1.91 -1.67 0.94 0.2373
H 2.26421 2.25702 -2.10311 -0.13 3.48 2.38 0.2212
H -0.43350 -0.54784 -3.39362 -0.06 -1.08 -1.10 0.2313
H 0.61794 0.17083 -4.63373 -0.60 1.69 -3.23 0.2694
H 1.27423 -1.02527 -3.86649 1.83 -2.77 0.14 0.2411


3.
26
Properties=species:S:1:pos:R:3:forces:R:3:nbo_charge:R:1 method="wB97M-V/def2-TZVPD" total_energy_ev=-11979.04219 lumo_energy_ev=-4.2 smiles="C/C=[NH+]/[C@@H](C)N1NC1(C)C" orbital_gap_ev=8.7 charge=+1
C -4.13621 -0.56275 0.02415 0.48 2.28 2.17 -0.6780
C -2.83847 0.08999 -0.24894 -1.91 1.51 -2.46 0.3128
N -1.71645 -0.33313 0.12943 0.32 -1.00 -0.05 -0.4103
C -0.40814 0.29062 -0.07951 0.62 2.10 -0.41 0.0873
C -0.34377 1.20240 1.14655 1.10 0.71 1.66 -0.6425
N 0.65731 -0.65810 -0.01183 -0.30 -1.05 0.75 -0.3299
N 1.05748 -1.09966 -1.29704 2.34 -1.29 -1.53 -0.4851
C 2.05235 -0.38544 -0.45713 -1.50 1.22 -0.14 0.2844
C 3.13167 -0.95875 0.43712 -1.30 -3.85 -2.66 -0.6258
C 2.54336 0.99143 -0.94698 -0.09 -1.61 2.11 -0.6368
H -3.78822 -1.44315 0.45675 -0.70 -2.30 0.56 0.2283
H -4.83324 -0.59471 -0.80535 0.21 -0.16 -0.07 0.2852
H -4.58801 0.05180 0.88568 0.25 -0.77 -1.24 0.2765
H -2.93622 0.98456 -0.89230 0.86 -0.46 0.18 0.2269
H -1.71520 -0.99921 0.88780 0.18 -0.93 -0.02 0.4316
H -0.47134 0.86529 -1.08024 0.09 -0.89 1.46 0.2177
H -0.01315 2.19806 0.82346 -0.21 -0.13 0.32 0.2481
H 0.40528 0.86104 1.98152 -1.45 0.33 -1.74 0.2572
H -1.37001 1.25499 1.58972 1.18 0.45 -0.08 0.2110
H 1.26589 -2.14571 -1.45007 -0.64 1.84 1.19 0.3714
H 2.72612 -1.97847 0.77950 1.11 1.38 -0.21 0.2282
H 3.19041 -0.29109 1.21662 0.63 1.24 1.97 0.2247
H 4.08135 -1.06193 -0.16579 -0.93 0.06 0.98 0.2355
H 2.90849 1.54580 -0.04914 -0.06 -0.35 -0.74 0.2183
H 1.74213 1.55478 -1.35687 -0.15 0.50 -1.23 0.2170
H 3.39657 0.62132 -1.51711 -0.14 1.19 -0.74 0.2462


What did the second record say?
26
Properties=species:S:1:pos:R:3:forces:R:3:nbo_charge:R:1 method="wB97M-V/def2-TZVPD" total_energy_ev=-19776.45727 lumo_energy_ev="-4.1 / -4.1" smiles="C=C/[NH+]=C/N(C)[PH2]=C(C)C" orbital_gap_ev="8.1 / 8.1" charge=+1
C -0.09958 -2.15466 4.58235 -2.07 2.24 1.27 -0.3918
C 0.12407 -1.62725 3.38554 1.90 -2.66 -0.50 -0.0496
N -0.55338 -0.76410 2.51514 -0.94 0.14 0.88 -0.5686
C -0.18963 -0.40661 1.26172 0.11 0.76 1.51 0.3587
N -0.87405 0.47370 0.57001 2.73 -2.96 -0.14 -0.5616
C -2.16868 0.90968 0.94561 1.32 3.70 -0.90 -0.4428
P -0.09149 0.88601 -1.29612 -1.15 0.94 -1.37 0.6453
C 0.90918 0.75927 -2.81098 0.83 1.99 3.22 -0.0400
C 2.29521 1.42487 -2.64268 -2.56 -2.45 -6.12 -0.6614
C 0.56634 -0.30868 -3.74326 -1.42 1.25 3.39 -0.6976
H 0.43402 -2.98680 4.98032 0.77 -0.20 -0.20 0.2300
H -0.78997 -1.71436 5.32843 -0.05 -0.40 -0.72 0.2011
H 0.97902 -2.19304 3.00379 -0.19 0.69 -1.16 0.2076
H -1.46244 -0.47778 2.88010 0.37 0.17 -0.35 0.4140
H 0.82154 -0.83402 1.02669 -1.10 0.75 -0.57 0.2256
H -2.59806 1.13997 -0.04972 -0.55 0.51 0.94 0.2256
H -2.78943 0.25236 1.43902 -1.19 -1.81 1.07 0.2094
H -1.97714 1.82928 1.61192 -0.96 -0.99 -1.10 0.2271
H -1.24562 0.26301 -1.84384 0.19 0.27 0.39 -0.0242
H -0.55946 2.29186 -1.11137 1.06 -1.51 -0.28 0.0526
H 2.58426 1.65360 -3.73565 -0.05 -0.07 1.62 0.2404
H 2.96241 0.72895 -2.30005 1.91 -1.67 0.94 0.2373
H 2.26421 2.25702 -2.10311 -0.13 3.48 2.38 0.2212
H -0.43350 -0.54784 -3.39362 -0.06 -1.08 -1.10 0.2313
H 0.61794 0.17083 -4.63373 -0.60 1.69 -3.23 0.2694
H 1.27423 -1.02527 -3.86649 1.83 -2.77 0.14 0.2411